Here is a cluster of 2 separate species, C12H19NP in total in a non-equilibrium geometry from OMol25. Energies are from ωB97M-V/def2-TZVPD.

Positions of all 33 atoms, in Å:
P -0.4345 -1.4472 -0.2309
N -1.3688 -2.1285 -1.4284
C -2.2236 1.7462 1.5628
C 1.1164 -0.8829 -1.2106
C -1.6767 -3.3283 -1.6360
C -2.2807 0.5429 -0.9382
C -1.3911 0.7085 1.2132
C 2.0478 -0.0527 -0.4145
C 3.5595 1.9176 -0.5223
C -3.1196 2.2296 0.5316
C -3.2214 1.5900 -0.6860
C -1.4084 0.0725 0.0010
C 3.0927 0.7103 -1.2760
C 0.0141 -1.7882 3.6995
H 4.3109 2.6219 -1.0547
H 1.4718 0.7599 0.1152
H -0.6360 0.3395 2.0181
H 4.0680 1.4558 0.3479
H -0.1276 -2.3656 4.5873
H 2.6310 0.8654 -2.3458
H -2.2305 -3.5170 -2.6716
H -1.5555 -4.1791 -0.9508
H -3.8831 1.9445 -1.4481
H -0.7051 -1.5372 2.8838
H 0.5060 -0.3630 -1.9484
H -2.4243 -0.0117 -1.9210
H -3.9660 2.8544 0.8821
H 4.0865 0.1762 -1.4610
H 0.9782 -1.4320 3.3758
H -2.1680 2.2957 2.4453
H 2.8305 2.6133 -0.2271
H 1.7212 -1.6679 -1.7336
H 2.3864 -0.7430 0.4415

Kohn-Sham gap (spin up / spin down) = 5.02 / 9.20 eV
Energy relative to the best compared isomer or geometry (same formula, charge and spin) = 132.68 kcal per mole
Total charge = +1

---

Here is a structure of composition C12H20AuN2O6 from OMol25. Energies are from ωB97M-V/def2-TZVPD.

Positions of all 41 atoms, in Å:
Au 0.4073 0.0436 -0.5535
O -1.2579 -1.6154 -4.1696
O 1.4538 2.0670 -3.9282
O 1.1451 0.5454 -2.3291
O -1.9138 1.8375 2.7963
O -2.0881 1.8465 0.4864
O -0.3507 -0.4327 1.2969
N -1.5728 1.0303 -3.3145
N 1.3752 -1.7565 1.9847
C -0.5849 -1.4980 3.4031
C 0.7972 1.5639 -3.0521
C -2.0091 1.8430 1.6455
C -2.3453 0.3939 -2.5325
C -0.6223 -0.5952 -4.9199
C 1.3121 0.1376 4.1690
C 2.4750 -0.7580 2.0411
C 0.3472 -1.0096 4.5441
C 0.1323 -1.2351 2.1202
C -1.4746 0.6545 -4.7436
C -0.6496 2.0743 -2.8353
C 2.6271 -0.2825 3.4845
H -2.4856 0.4555 -5.0950
H -0.8748 2.2767 -1.7910
H 0.9308 -1.8486 4.9304
H 3.3840 -1.2167 1.6593
H -0.2903 -0.6836 5.3649
H -1.0521 1.4963 -5.2851
H 3.3272 0.5551 3.4965
H -0.6804 -2.3829 -4.1112
H 1.5786 0.6530 5.0918
H -1.5298 -0.9595 3.3893
H 1.5388 -2.4806 2.6748
H -0.8196 2.9589 -3.4452
H -0.8046 -2.5634 3.5041
H 3.0922 -1.0775 4.0768
H -0.6012 -0.8255 -5.9881
H 0.4013 -0.4236 -4.5868
H 0.7900 0.8835 3.5586
H 2.2202 0.0674 1.3775
H -2.9640 -0.3967 -2.9335
H -2.3640 0.6577 -1.4819

Kohn-Sham gap = 9.15 eV
Energy relative to the best compared isomer or geometry (same formula, charge and spin) = 0.00 kcal per mole
Total charge = +1

---

Here is a structure of composition C12H20Br18N3O6P in a non-equilibrium geometry from OMol25. Energies are from ωB97M-V/def2-TZVPD.

Positions of all 60 atoms, in Å:
Br 3.8783 4.0606 -2.1483
Br -4.2208 -2.1162 4.7586
Br -6.8730 0.5782 -3.3401
Br -2.7359 -0.2123 -4.9822
Br 3.8644 2.1525 -4.6856
Br -1.5372 1.3324 4.1418
Br 5.6201 -3.2211 3.7352
Br -1.4892 2.1175 7.2241
Br -3.3047 3.7478 5.1841
Br -5.5775 -2.0320 1.8759
Br 6.6263 3.1213 -3.4371
Br -5.6436 0.5385 3.7342
Br -5.3274 0.8552 -0.5967
Br -4.8029 -1.6704 -2.4738
Br -2.0131 -3.2916 -4.7373
Br 0.3055 -1.1278 -5.0300
Br 7.7351 -2.3023 1.5446
Br 6.5568 -0.1868 3.6032
P 3.2622 0.6358 0.2234
O 2.7956 0.4803 -1.2836
O 2.3809 3.3409 1.4844
O 0.3784 2.6813 0.8137
O 3.7567 -0.6312 0.7507
O 2.0155 1.1365 1.0948
O 4.3382 1.7550 0.1610
N -1.1020 -2.1683 -0.7724
N -1.2267 -2.0153 1.5494
N 0.5591 -3.2450 0.6489
C -0.3251 -1.0372 -1.3485
C -0.4595 1.5961 0.3528
C 1.6332 2.4787 1.1277
C -1.5078 -1.5925 -5.4878
C 4.8039 2.6486 -3.0857
C -4.6620 -1.0376 3.2299
C 6.2118 -1.7869 2.6001
C -6.0820 -0.3687 -1.8649
C -0.4190 1.4635 -1.1490
C -1.1670 0.2250 -1.6027
C -2.5429 2.0411 5.6220
C -0.6282 -2.4630 0.5280
H 3.9955 2.6032 -0.1738
H 2.5638 -0.4494 -1.4056
H -0.2402 0.6778 0.8798
H 4.8084 1.7878 -2.4334
H -2.1155 0.1349 -1.0912
H 0.4473 -0.7732 -0.6308
H -0.7310 -2.3385 2.3778
H -6.8747 -0.9088 -1.3703
H 5.4044 -1.5589 1.9165
H -3.3621 1.3604 5.8019
H 1.3314 -2.6446 0.9140
H -3.7342 -0.7100 2.7841
H 0.8083 -3.6599 -0.2388
H -0.9256 -2.9787 -1.3536
H -0.8769 2.3510 -1.5737
H 0.6069 1.4656 -1.4951
H -1.5459 -1.6885 -6.5615
H -1.4617 1.8836 0.6411
H 0.1433 -1.3404 -2.2761
H -1.3159 0.3057 -2.6736

Kohn-Sham gap = 9.37 eV

---

Here is a structure of composition C12H20CaN2O2SbSe from OMol25. Energies are from ωB97M-V/def2-TZVPD.

Positions of all 39 atoms, in Å:
Sb -3.1583 0.1266 -0.1062
Se -0.2340 2.8689 -0.4497
Ca 0.2350 0.4517 0.3583
O 2.0223 -0.9827 0.5768
O 0.3903 -0.3488 2.4599
N 2.5307 -0.7984 1.7209
N 1.6936 -0.4515 2.6310
C 1.3268 0.0182 4.9689
C 4.0639 0.0652 5.4560
C -5.0248 -0.8108 0.3872
C -3.7172 2.1538 0.2346
C -4.5482 0.0121 -2.9520
C 3.1721 0.2924 6.4991
C 2.2345 -0.2079 3.9520
C -6.2795 0.0426 0.2294
C 3.6052 -0.1831 4.1727
C 1.8105 0.2672 6.2495
C -3.2049 0.0073 -2.2331
C -4.3780 2.9170 -0.9013
H -6.2134 0.9711 0.7984
H -2.7489 2.6094 0.4585
H -7.1789 -0.4809 0.5691
H -6.4472 0.3328 -0.8094
H 3.5371 0.5001 7.4968
H 4.2909 -0.3483 3.3571
H 0.2737 0.0113 4.7365
H -2.5669 0.8369 -2.5498
H -5.3641 2.5305 -1.1753
H -4.4276 -0.0961 -4.0342
H 1.0989 0.4499 7.0451
H -2.6527 -0.9029 -2.4829
H -3.7481 2.9020 -1.7937
H -5.0988 0.9384 -2.7835
H -4.9262 -1.1614 1.4173
H -4.5012 3.9711 -0.6377
H -4.3282 2.1647 1.1429
H -5.0928 -1.7179 -0.2221
H -5.1947 -0.8068 -2.6234
H 5.1324 0.0884 5.6302

Kohn-Sham gap = 5.42 eV
Total charge = -1

---

Here is a structure of composition C12H20Cl3GeN4Ru from OMol25. Energies are from ωB97M-V/def2-TZVPD.

Positions of all 41 atoms, in Å:
Ru 0.8299 0.1609 -0.1939
Ge 0.6782 2.0908 -1.6127
Cl 2.8661 1.4117 -0.7271
Cl 0.4391 4.1245 -1.0727
Cl 1.1071 2.1014 -3.6825
N 1.4451 -1.3734 1.1561
N 0.5843 1.2232 1.6717
N -1.0981 -0.4277 0.3931
N 0.8829 -0.8127 -1.7188
C 0.7768 0.3128 2.8433
C -1.0272 -1.7394 1.1440
C 1.4121 -1.3125 -2.8085
C 2.8025 -1.1355 -3.1129
C 0.3473 -2.3882 1.0502
C 1.7352 -0.8136 2.5037
C 0.5627 -2.0085 -3.7298
C 3.2990 -1.6328 -4.2864
C -0.8033 1.7654 1.6156
C -1.7834 0.6572 1.1903
C 1.0784 -2.4812 -4.9041
C 2.4410 -2.2935 -5.1756
H -2.5825 1.0877 0.5897
H -2.2549 0.1876 2.0508
H 2.7550 -0.4301 2.4619
H 4.3441 -1.5158 -4.5365
H -0.1972 -0.0621 3.1470
H 0.4774 -2.8682 0.0813
H 1.7040 -1.5963 3.2645
H 0.4548 -3.1508 1.8246
H -1.7967 -2.4148 0.7731
H -1.6218 -0.5621 -0.4644
H -1.1054 2.1877 2.5762
H -0.4838 -2.1235 -3.4808
H -0.7988 2.5717 0.8864
H 3.4306 -0.6094 -2.4084
H -1.2643 -1.5350 2.1842
H 2.8451 -2.6746 -6.1055
H 1.1658 0.8787 3.6907
H 2.2952 -1.8304 0.8388
H 0.4523 -2.9936 -5.6206
H 1.2455 1.9924 1.7534

Kohn-Sham gap (spin up / spin down) = 6.78 / 7.42 eV
Energy relative to the best compared isomer or geometry (same formula, charge and spin) = 12.73 kcal per mole
Total charge = +2
Multiplicity = 2

---

Here is a cluster of 3 separate species, C12H20ClNO12P2 in total in a non-equilibrium geometry from OMol25. Energies are from ωB97M-V/def2-TZVPD.

Positions of all 48 atoms, in Å:
Cl -4.0527 -0.8161 2.7152
P 1.5157 -0.7605 2.4610
P -3.0693 -0.7003 0.8382
O -3.4787 -2.2326 0.0383
O 2.0371 0.9198 2.4746
O -3.2214 1.6792 -2.3789
O -0.7598 -1.8719 0.2851
O 2.2441 -1.5094 1.0244
O 5.0381 -0.7682 1.9027
O 6.6187 -1.3000 0.3341
O -4.4614 3.1705 -1.2306
O -2.4786 2.4379 -0.3506
O -0.8204 -2.3339 2.5843
O 4.6803 -0.3543 -0.3206
O -0.2887 -4.2730 0.9849
N 2.1134 -1.5556 3.7786
C 5.5476 -0.3652 -1.4433
C -0.8631 0.0735 3.6685
C 4.7768 -0.6814 -2.7094
C -0.6015 -2.9955 1.2663
C -1.1694 -0.6329 0.9845
C -4.4950 1.7336 -2.9952
C -3.3122 2.4311 -1.2410
C -5.0312 3.0517 -2.5245
C 6.5425 -1.4237 -1.0743
C -6.5442 3.0906 -2.4463
C -0.4280 -0.8962 2.4213
C 5.4125 -0.8030 0.7424
H -0.0245 0.7841 4.0684
H 4.1666 -1.5830 -2.5847
H -6.8811 4.0803 -2.1200
H -4.6594 3.8802 -3.1389
H 2.9283 0.9094 2.9682
H -1.7814 0.7735 3.3648
H -6.9193 2.3752 -1.7058
H 6.2110 -2.4397 -1.3160
H -4.4000 1.6890 -4.0840
H 7.5213 -1.2509 -1.5313
H 1.7616 -1.1323 0.2075
H -0.8901 0.4094 0.5282
H -5.0828 0.8744 -2.6535
H -1.2312 -0.6264 4.5570
H 6.0194 0.6215 -1.5202
H 4.0830 0.1331 -2.9435
H 2.6611 -0.8710 4.3811
H -6.9993 2.8688 -3.4159
H -3.3832 -2.9869 0.7093
H 5.4490 -0.8230 -3.5605

SMILES string = C[C@@]1(P(=N)(O)O)OC(=O)O[C@H]1P(O)Cl.C[C@@H]1COC(=O)O1.C[C@@H]1COC(=O)O1
Kohn-Sham gap = 8.80 eV
Energy relative to the best compared isomer or geometry (same formula, charge and spin) = 125.39 kcal per mole

---

Here is a structure of composition C12H20CrN2O7P2S2Se2 from OMol25. Energies are from ωB97M-V/def2-TZVPD.

Positions of all 48 atoms, in Å:
Se -2.6448 0.1153 -0.2753
Se -0.1065 -2.2352 -0.4244
Cr 1.1920 0.0772 0.0246
S -1.3376 1.8563 3.3221
S -0.5731 2.0296 -3.6872
P 2.8114 1.7652 0.4852
P 3.7395 -0.7577 0.1496
O 4.8015 -1.7340 0.0497
O 3.1598 2.7180 -0.7502
O 0.0355 2.9972 -0.0500
O 2.6856 2.4424 1.7830
O 4.1593 0.7461 0.4607
O 2.6445 -0.6151 -0.9500
O 2.6346 -1.0298 1.3769
N 0.3602 1.1528 -1.5060
N 0.0784 1.1029 1.3734
C -1.2031 2.9172 1.9884
C -0.3965 2.3599 1.0660
C 0.1918 0.8212 -2.7728
C -2.9299 -1.8079 -0.0900
C 0.0587 -0.5503 3.2375
C -0.7031 3.0406 -2.3174
C -0.1429 2.4092 -1.2673
C -1.7563 -2.4622 0.6077
C -4.2965 0.4963 -1.2226
C 0.6178 -0.4563 -3.4095
C -0.3512 0.7127 2.5611
C 0.9888 -3.5447 0.5015
H -4.3210 -0.0523 -2.1601
H -3.0814 -2.2332 -1.0811
H -1.9016 -3.5399 0.6756
H 1.0318 -3.3331 1.5658
H 1.9883 -3.4824 0.0774
H -0.0867 -1.2518 -3.1662
H 0.8871 -0.3409 3.9179
H 0.3920 -1.2883 2.5098
H 2.9739 -0.7394 2.2367
H 4.0393 2.5865 -1.1288
H -4.3073 1.5641 -1.4258
H -0.7578 -0.9651 3.8265
H 0.5677 -4.5285 0.3145
H -1.6697 3.8862 1.9563
H -5.1474 0.2356 -0.5994
H -1.1265 4.0293 -2.3448
H -1.6149 -2.0639 1.6101
H -3.8323 -1.9580 0.5020
H 1.6064 -0.7453 -3.0588
H 0.6424 -0.3460 -4.4920

Kohn-Sham gap (spin up / spin down) = 7.20 / 7.68 eV
Energy relative to the best compared isomer or geometry (same formula, charge and spin) = 66.63 kcal per mole
Total charge = +1
Multiplicity = 2

---

Here is a structure of composition C12H20F3N6O5PdS2 in a non-equilibrium geometry from OMol25. Energies are from ωB97M-V/def2-TZVPD.

Positions of all 49 atoms, in Å:
Pd -0.2805 1.3260 0.5035
S -0.6514 3.5253 -0.6269
S -1.1127 1.5718 3.0209
F 0.9823 3.0128 2.1624
F 0.2025 3.6137 4.0781
F 1.3991 1.8246 3.9240
O -1.7944 1.5493 4.2659
O 0.7469 3.7926 -0.9931
O 1.9011 0.3500 1.2422
O -0.6686 0.2682 2.5306
O -1.7537 2.3380 1.9469
N -1.1343 2.1596 -1.1211
N 3.7101 0.6693 -0.1023
N 1.4938 0.8246 -0.9025
N -2.7556 -3.0278 -0.5929
N 1.0093 1.5209 -3.0181
N -1.4835 -0.9302 -0.1859
C -2.6174 -2.2894 -1.8802
C 1.9266 1.2716 -2.0792
C 4.5884 0.3979 1.0210
C 0.4633 2.5509 3.3344
C 3.3255 1.3956 -2.3181
C 2.3460 0.6084 0.1270
C -1.7568 -1.0302 -1.6079
C 4.1687 1.0822 -1.3042
C -3.5081 -2.1990 0.3906
C -1.4130 -3.3771 -0.0458
C -2.7288 -0.8740 0.5689
C -0.6723 -2.0503 0.2592
H -1.5487 -3.9816 0.8508
H -3.2758 -3.8899 -0.7630
H 0.0671 1.6684 -2.6517
H -4.5157 -2.0339 0.0085
H 3.6966 1.7528 -3.2640
H -0.8883 -3.9772 -0.7903
H 1.2925 2.0364 -3.8361
H 4.5926 1.2401 1.7136
H -0.8045 -1.0724 -2.1386
H -2.1549 -2.9514 -2.6123
H -2.4857 -0.7050 1.6171
H -0.4807 -1.9247 1.3253
H -3.5783 -2.7552 1.3255
H 5.2424 1.1520 -1.4084
H -3.6156 -2.0267 -2.2311
H -3.3068 -0.0165 0.2202
H -2.2698 -0.1207 -1.9230
H 5.5969 0.2147 0.6588
H 4.2168 -0.4719 1.5595
H 0.2876 -2.0130 -0.2579

Kohn-Sham gap (spin up / spin down) = 6.85 / 7.04 eV
Energy relative to the best compared isomer or geometry (same formula, charge and spin) = 66.18 kcal per mole
Total charge = +1

---

Here is a structure of composition C12H20FN2O8P2V in a non-equilibrium geometry from OMol25. Energies are from ωB97M-V/def2-TZVPD.

Positions of all 46 atoms, in Å:
V -0.0392 0.2818 0.4521
P -0.9373 -2.1793 0.2458
P -0.4754 -1.1388 2.9517
F 4.7343 1.6900 -3.9928
O -1.4487 1.8125 0.3697
O -1.8454 -1.7390 -0.8546
O -3.5656 1.4142 -0.1251
O 0.5450 -2.1958 3.1134
O -1.3465 -1.0525 4.3621
O -0.1563 0.2740 2.5832
O 0.4926 -1.7421 0.2238
O -0.9356 -3.7956 0.3585
N -0.0037 0.3798 -1.6284
N -2.6118 -0.4825 1.4313
C -2.3882 1.6357 -0.4541
C -2.0636 1.6452 -1.9631
C 4.0748 1.5093 -2.8049
C 2.9745 2.4283 -0.9039
C 3.2165 0.0469 -1.1363
C 3.6512 2.6159 -2.0918
C -0.5673 1.5798 -2.2315
C 1.9744 0.9225 0.8111
C 3.8662 0.2209 -2.3370
C -2.7268 -2.7473 2.3605
C -1.8317 -1.6639 1.8096
C 2.7297 1.1404 -0.3921
H -2.5796 0.7786 -2.3916
H -1.9650 0.3659 1.4104
H 2.3055 0.0445 1.3647
H -2.9391 -0.5967 0.4501
H 4.2158 -0.6223 -2.9135
H 1.9182 1.8022 1.4544
H 0.9516 0.2398 -1.9530
H 3.0468 -0.9457 -0.7407
H -3.3988 -0.2606 2.0429
H -0.1425 -4.0274 0.8474
H -0.0845 2.4506 -1.7712
H -0.3918 1.5988 -3.3212
H -3.3568 -3.1768 1.5766
H -3.3492 -2.3515 3.1673
H 3.8507 3.6036 -2.4784
H -0.5506 -0.4419 -1.8977
H -2.5029 2.5411 -2.4095
H -0.8752 -1.6170 4.9701
H -2.0993 -3.5334 2.7797
H 2.6312 3.2865 -0.3419

Kohn-Sham gap (spin up / spin down) = 6.01 / 5.39 eV
Total charge = -1
Multiplicity = 2

---

Here is a structure of composition C12H20FeN4O7P2S in a non-equilibrium geometry from OMol25. Energies are from ωB97M-V/def2-TZVPD.

Positions of all 47 atoms, in Å:
Fe 0.1206 0.0191 -0.6294
S -1.8089 -0.7463 -1.6826
P 1.2536 -2.9415 -0.0185
P 2.8277 -0.5942 -0.2418
O 1.0276 -4.1623 0.9910
O 4.2968 -0.0866 -0.5540
O 2.1918 -0.7868 -1.7017
O 0.2778 -1.8391 0.2517
O 1.4819 -3.3889 -1.4314
O 3.9342 -2.9806 -0.2366
O 1.9932 0.3907 0.4894
N -1.2058 1.0092 0.2894
N -3.6548 -1.3960 0.1357
N 0.5460 1.8882 -1.3210
N -2.2872 0.3310 0.7583
C 1.8403 3.5885 -2.3577
C -2.6141 -0.5832 -0.1349
C 1.5014 2.2606 -2.1583
C 2.9120 -2.2837 0.4640
C 1.1577 4.5579 -1.6405
C -5.5695 -0.1194 1.0670
C -4.5243 -1.2069 1.2824
C 3.2052 -2.2722 1.9528
C -1.1848 2.2904 0.2617
C -0.1171 2.8200 -0.6034
C 0.1689 4.1709 -0.7504
C -2.2444 3.1399 0.8807
H 2.4709 -1.6669 2.4838
H -6.1970 -0.3470 0.2039
H -5.0802 0.8391 0.8953
H 2.6189 3.8451 -3.0611
H -5.0027 -2.1636 1.4969
H 0.4091 -4.8167 0.6439
H -3.8947 -0.9588 2.1357
H -1.8403 4.0897 1.2271
H 4.8156 0.1290 0.2303
H -3.9594 -1.9795 -0.6237
H 2.0373 -1.7423 -1.9465
H -2.6911 2.6092 1.7179
H -3.0346 3.3479 0.1547
H 2.0032 1.4587 -2.6893
H -6.2137 -0.0283 1.9429
H 1.3941 5.6056 -1.7695
H 3.1672 -3.2932 2.3283
H -0.3731 4.9075 -0.1758
H 3.4933 -3.5296 -0.9049
H 4.2052 -1.8762 2.1427

Kohn-Sham gap (spin up / spin down) = 7.43 / 7.44 eV

---

Here is the ion C12H20N with charge +1 in a non-equilibrium geometry from OMol25. Energies are from ωB97M-V/def2-TZVPD.

Positions of all 33 atoms, in Å:
N 1.0602 0.2273 -0.5570
C -1.9502 -1.1460 -0.4261
C 0.8150 -0.6111 -1.8112
C 0.4697 -1.7985 1.0469
C -3.2865 1.1023 0.4129
C 0.6048 0.5277 1.9558
C 0.6766 1.5965 -0.9747
C -4.0078 0.1212 -0.2962
C 2.4885 0.3607 -0.2373
C -1.2730 -0.2039 0.3593
C -3.3003 -1.0164 -0.6005
C 0.1541 -0.2850 0.6896
C -1.9254 0.9533 0.6512
H 0.8808 1.7616 -1.9636
H 1.7123 0.1490 2.1460
H 1.0503 -1.6167 -1.6733
H -0.0268 0.3779 2.7938
H 1.3376 -0.0984 -2.5199
H -3.7700 2.0222 0.6048
H -5.0348 0.3949 -0.3785
H 0.5537 1.5609 1.6751
H 3.0542 0.6684 -1.1584
H 2.9959 -0.5204 0.1117
H 0.0508 -1.8701 2.1610
H 1.2055 2.2721 -0.4030
H -3.8642 -1.8228 -1.1188
H 0.0220 -2.5328 0.4160
H -1.5180 1.5731 1.4627
H 2.7043 1.1217 0.5076
H 1.5100 -2.1007 1.2694
H -0.2309 -0.5068 -1.9085
H -0.4040 1.9801 -0.7176
H -1.7325 -2.0160 -0.9105

SMILES string = CC(C)(c1ccccc1)[N+](C)(C)C
Kohn-Sham gap = 10.23 eV
Energy relative to the best compared isomer or geometry (same formula, charge and spin) = 45.54 kcal per mole
Total charge = +1